[1]
C3H7NO3 | ωB97M-V with the def2-TZVPD basis set

Kohn-Sham gap in eV: 8.57
SMILES: CO[C@@H](C)n1oo1
Net charge: 0
2S+1: 1

Structure (XYZ):
```
14
Properties=species:S:1:pos:R:3:forces:R:3:lowdin_charge:R:1
O -0.64580 -0.68646 0.09991 -0.1 0.0 -0.1 -0.132
O 0.23925 1.16656 1.92641 -2.2 1.7 -1.8 0.048
O -0.62182 2.06754 0.86820 -0.2 -1.3 2.8 0.072
N 0.50198 1.41007 0.56368 2.9 -0.7 -1.7 -0.176
C -0.06129 0.75318 -1.69564 0.1 0.0 0.2 -0.013
C 0.32333 0.20446 -0.33494 -0.4 0.3 0.7 -0.399
C -0.21466 -1.64001 1.06072 0.1 0.1 0.1 -0.079
H 0.67521 1.47488 -2.03980 0.0 0.0 0.0 0.086
H 0.57691 -2.28155 0.64697 -0.1 0.1 0.0 0.092
H -1.08836 -2.24432 1.30125 0.1 0.0 0.0 0.093
H 0.15003 -1.14956 1.97158 -0.1 -0.2 -0.2 0.081
H 1.32424 -0.24723 -0.33661 -0.1 0.0 0.0 0.154
H -0.12567 -0.06418 -2.40668 0.0 -0.1 0.0 0.087
H -1.03336 1.23661 -1.62503 -0.1 0.0 0.0 0.086
```
Positions in Å, forces in eV/Å.

---

[2]
C3H7NO3 | ωB97M-V with the def2-TZVPD basis set

Kohn-Sham gap in eV: 10.94
SMILES: CC(=O)NC=O.O
Net charge: 0
2S+1: 1

Structure (XYZ):
```
14
Properties=species:S:1:pos:R:3:forces:R:3:lowdin_charge:R:1
O 2.38643 -0.97079 -0.11138 0.0 0.0 0.3 0.057
O 0.82940 3.33941 -0.93652 0.3 -0.1 0.1 -0.056
O -2.08090 -0.76683 -0.65055 0.0 0.1 0.0 0.085
N 0.14522 -0.86934 -0.33575 0.1 0.3 0.6 0.131
C 1.31613 -0.74563 0.39408 0.2 0.0 -0.7 -0.309
C -1.15586 -0.65266 0.11607 0.2 -0.2 -0.3 -0.502
C -1.33403 -0.30991 1.56868 0.0 -0.4 0.1 -0.006
H -0.86739 -1.04079 2.22661 0.0 -0.2 -0.1 0.087
H -0.88545 0.63664 1.82376 0.1 0.5 -0.1 0.082
H 0.15115 3.77319 -0.41642 -0.2 0.1 0.0 0.028
H -2.39614 -0.29140 1.76881 -0.2 0.1 0.0 0.087
H 0.37327 2.88853 -1.64924 -0.1 0.0 -0.1 0.029
H 1.20196 -0.40941 1.42711 -0.1 0.0 0.1 0.129
H 0.28893 -1.07835 -1.31410 -0.2 -0.1 0.0 0.159
```
Positions in Å, forces in eV/Å.

---

Quick rundown of energy above the lowest of the compared OMol25 structures with the same formula, charge and spin, same order as above: 192.2, 19.3 kcal per mole